Below is C18H25N5O in the gas phase at a distorted geometry, with properties calculated with ωB97M-V with the def2-TZVPD basis set.

The geometry in XYZ format:
```
49
C18H25N5O (ωB97M-V with the def2-TZVPD basis set)
N 5.272 0.801 -2.689
C 4.396 0.433 -1.548
C 4.286 -1.033 -1.269
C 3.232 -1.186 -0.173
C 1.837 -0.906 -0.791
N 0.759 -1.111 0.120
C -0.129 -2.129 0.110
C 0.384 -3.525 0.003
C -0.439 -4.486 -0.290
N -1.831 -4.320 -0.341
C -2.339 -3.080 -0.083
O -3.525 -2.924 -0.037
C -1.447 -1.914 0.162
C -2.094 -0.604 0.485
N -1.590 0.579 0.138
C -2.375 1.591 0.775
C -3.382 0.929 1.497
N -3.201 -0.460 1.305
C -4.354 1.748 2.397
C -3.824 3.128 2.594
C -3.148 3.868 1.423
C -2.076 3.097 0.760
C 1.737 0.536 -1.336
C 3.043 1.200 -1.832
H 6.252 0.869 -2.472
H 5.149 0.117 -3.419
H 4.973 0.839 -0.702
H 3.918 -1.578 -2.147
H 5.250 -1.472 -1.042
H 3.312 -2.166 0.345
H 3.372 -0.365 0.543
H 1.576 -1.660 -1.585
H 0.341 -0.263 0.312
H 1.458 -3.799 0.229
H 0.103 -5.368 -0.625
H -2.434 -4.948 -0.928
H -3.758 -1.248 1.665
H -4.368 1.253 3.359
H -5.403 1.769 2.176
H -3.056 3.045 3.376
H -4.711 3.765 2.867
H -2.594 4.782 1.782
H -3.942 4.125 0.703
H -1.194 3.225 1.238
H -1.977 3.447 -0.290
H 0.921 0.741 -2.087
H 1.514 1.178 -0.419
H 3.038 1.301 -2.928
H 3.071 2.177 -1.329
```

E_HOMO, eV: -7.44
F_max, eV Å⁻¹: 4.438
SMILES: N[C@H]1CC[C@H](Nc2cc[nH]c(=O)c2-c2nc3c([nH]2)CCCC3)CC1
2S+1: 1

Mulliken population analysis, charges in e, atoms 1 to 6: atom 1 (N): -0.676, atom 2 (C): 0.241, atom 3 (C): -1.002, atom 4 (C): -0.721, atom 5 (C): 0.039, atom 6 (N): -0.189